Record 1
DFT (wB97M-V/def2-TZVPD) results for 8 unconnected molecules or ions with the total composition H15O8 at a distorted geometry.

- HOMO energy: -6.50 eV
- DFT total energy: -610.93847 hartree
- Total charge: -1
- Frontier orbital gap: 9.8 eV
- ΔE to the lowest compared entry with this formula, charge and spin: 255.1 kJ/mol

```
23
Properties=species:S:1:pos:R:3:forces:R:3
O -3.173180 2.876192 0.567361 -0.520 0.528 -5.627
H -3.217877 2.884911 1.458090 0.654 -0.141 4.229
O -0.003670 -1.501100 -2.612587 0.682 1.697 0.614
H 0.273127 -0.576247 -2.028535 -0.472 -2.459 -0.387
H 0.724596 -2.122339 -2.513072 -0.089 0.215 0.148
O 1.144400 -2.266766 2.764489 -0.972 -0.388 0.309
H 2.016837 -2.152753 3.149987 -0.021 0.361 -0.436
H 1.066829 -1.692948 1.970723 1.002 -0.284 0.405
O -0.762428 1.986099 0.395619 -0.126 -0.465 -2.373
H -2.262173 2.770932 0.175396 -0.711 -0.245 1.690
H -0.124484 1.985691 1.111466 0.134 -0.554 -0.090
O 0.665532 0.794110 2.881605 -0.246 -2.168 0.236
H 1.470959 0.638106 2.363378 0.032 0.102 -0.019
H 0.390468 -0.177190 3.017961 0.363 2.158 -0.083
O 0.514731 0.191193 -0.823147 -1.432 -1.536 0.417
H 1.156210 0.845150 -0.929836 1.801 1.679 -0.555
H -0.502852 1.297733 -0.398744 0.121 1.144 2.840
O 2.163781 -0.702818 0.847515 -3.464 4.939 1.582
H 2.482728 -1.470939 0.530000 1.428 -3.917 -2.000
H 1.161507 -0.345831 0.292163 2.037 -0.746 -0.667
O -2.089722 -0.994366 -4.164499 -2.864 -0.300 1.250
H -1.359296 -0.891252 -4.707673 2.249 0.253 -1.324
H -1.736020 -1.375579 -3.347660 0.412 0.127 -0.159
```
Positions in Å, forces in eV/Å.

***

Record 2
DFT (wB97M-V/def2-TZVPD) results for 3 unconnected molecules or ions with the total composition C3H9NO2 at a distorted geometry.

- HOMO energy: -9.37 eV
- DFT total energy: -324.87036 hartree
- Total charge: 0
- SMILES string: C=CN=C.O.O
- Frontier orbital gap: 10.2 eV
- ΔE to the lowest compared entry with this formula, charge and spin: 268.5 kJ/mol

```
15
Properties=species:S:1:pos:R:3:forces:R:3
C 3.382988 0.476824 -1.105315 0.339 -0.698 -0.397
C 3.175202 0.843939 -2.363234 -0.525 -0.513 0.164
C 2.573091 -0.671494 0.691643 0.786 -0.776 -0.114
N 2.594709 -0.594126 -0.571145 -0.108 0.887 0.229
H 4.237032 0.773617 -0.498836 -0.098 0.283 -0.028
H 2.302511 0.369402 -2.793240 0.059 0.041 -0.400
H 3.770390 1.477879 -2.998642 0.111 0.338 0.376
H 3.158761 -0.002654 1.326955 -0.172 0.155 0.120
H 2.151707 -1.562459 1.152591 -0.399 0.281 0.048
H -2.656200 -1.616693 -0.116885 0.399 -0.409 -0.781
H -3.875464 -1.263566 0.683835 0.101 0.124 0.057
O -2.914575 -1.173062 0.676547 -0.522 0.322 0.727
H -5.314696 0.683407 2.416985 -0.133 -0.644 -0.033
H -5.638755 1.978241 1.880157 -0.398 0.271 -0.494
O -5.907129 1.059893 1.756133 0.561 0.337 0.527
```
Positions in Å, forces in eV/Å.

***

Record 3
DFT (wB97M-V/def2-TZVPD) results for C17H16ClNO4 in the gas phase.

- HOMO energy: -8.75 eV
- DFT total energy: -1473.37054 hartree
- Total charge: 0
- SMILES string: COc1ccc(Cl)cc1C(=O)NCCc1ccc(C(=O)O)cc1
- Frontier orbital gap: 9.1 eV
- ΔE to the lowest compared entry with this formula, charge and spin: 0.0 kJ/mol

```
39
Properties=species:S:1:pos:R:3:forces:R:3
C 0.082865 1.351869 -1.935065 0.147 0.154 -0.214
H 1.080050 0.953935 -2.115203 -0.091 0.083 -0.018
H 0.165109 2.279171 -1.361977 -0.024 -0.018 0.003
H -0.409885 1.550115 -2.892041 0.001 0.012 0.051
O -0.591553 0.353737 -1.202339 -0.294 -0.136 0.199
C -1.841009 0.623023 -0.722821 -0.187 -0.065 0.098
C -2.568465 1.756047 -1.075377 0.228 -0.008 -0.134
C -3.836894 1.976489 -0.569326 -0.044 -0.155 0.152
C -4.388639 1.068186 0.317126 0.255 -0.025 -0.140
C -3.672238 -0.051631 0.697777 0.067 0.059 -0.098
C -2.408323 -0.295185 0.177103 0.054 0.313 -0.044
C -1.702454 -1.506593 0.701011 -0.018 -0.053 -0.313
O -1.887582 -1.900335 1.837391 -0.095 -0.001 0.323
N -0.904404 -2.154838 -0.174852 0.112 -0.222 -0.210
H -0.715914 -1.733889 -1.070163 -0.077 0.136 0.105
C -0.050664 -3.238643 0.250213 0.058 -0.207 0.113
H -0.347070 -4.165015 -0.255183 0.058 0.040 0.167
H -0.225099 -3.364735 1.321245 0.023 -0.052 -0.170
C 1.427825 -2.955068 -0.047844 -0.171 -0.031 0.048
C 1.846982 -1.546602 0.273009 0.159 0.032 -0.073
C 2.707432 -0.875788 -0.591254 -0.054 -0.104 0.037
C 3.096396 0.425121 -0.344087 0.003 0.196 0.181
C 2.609595 1.090119 0.778560 -0.015 -0.328 -0.176
C 1.758178 0.420484 1.655261 0.114 0.186 -0.034
C 1.390314 -0.886738 1.410077 0.107 -0.009 -0.047
H 0.733779 -1.388117 2.103416 -0.147 -0.066 0.078
H 1.392513 0.945231 2.524640 -0.033 0.044 0.079
C 2.967538 2.492492 1.063856 -0.075 0.550 0.404
O 2.566283 3.131388 2.005123 -0.003 -0.115 -0.038
O 3.801386 3.029271 0.152322 0.273 -0.040 -0.408
H 4.006311 3.943182 0.403285 -0.200 -0.173 0.177
H 3.766517 0.936290 -1.018084 0.046 0.024 -0.055
H 3.076688 -1.382697 -1.472264 0.013 -0.056 -0.080
H 2.034578 -3.656292 0.531716 0.000 -0.064 -0.089
H 1.627044 -3.147191 -1.104943 0.073 -0.028 0.028
H -4.073967 -0.754569 1.410997 -0.035 -0.030 0.068
Cl -5.970032 1.339045 0.954566 -0.235 0.040 0.101
H -4.388954 2.855925 -0.860696 -0.063 0.073 -0.014
H -2.154228 2.482803 -1.755157 0.069 0.046 -0.058
```
Positions in Å, forces in eV/Å.

***

Record 4
DFT (wB97M-V/def2-TZVPD) results for a gas-phase ion, CH5N2O (charge +1) at a distorted geometry.

- HOMO energy: -16.16 eV
- DFT total energy: -225.53281 hartree
- Total charge: +1
- SMILES string: [NH2+]=CNO
- Frontier orbital gap: 12.2 eV
- ΔE to the lowest compared entry with this formula, charge and spin: 195.0 kJ/mol

```
9
Properties=species:S:1:pos:R:3:forces:R:3
C -0.455248 0.621653 -0.016687 1.306 -2.625 0.429
N 0.784771 0.405151 -0.319221 2.318 -1.704 -0.055
N -1.219894 -0.297391 0.486412 -1.786 -0.492 1.437
O 1.529503 -0.767760 0.001659 -1.478 0.273 -0.738
H -0.787720 1.558618 -0.233965 -1.193 2.512 -0.555
H 1.467959 0.942993 -0.804581 -0.523 1.669 -0.235
H -0.939711 -1.181347 0.853413 1.339 -0.647 -0.378
H -2.129121 -0.156739 0.927152 0.146 1.064 -0.764
H 1.749461 -1.125177 -0.894183 -0.128 -0.050 0.859
```
Positions in Å, forces in eV/Å.

***

> Among the records above, which one has the highest frontier orbital gap?

CH5N2O